DFT (ωB97M-V with the def2-TZVPD basis set) results for a 2-piece molecular cluster, C11H12NO2 overall.

Values from the calculation:
- HOMO-LUMO gap (alpha / beta): 9.19 / 4.84 eV
- DFT total energy: -17184.92228 eV
- Charge: 0
- 2S+1: 2
- <S²>: 0.772
- HOMO (alpha / beta): -8.6 / -8.0 eV
- F_max: 0.045 hartree/bohr
- Energy relative to the best compared isomer or geometry (same formula, charge and spin): 60.4 kJ/mol

Structure (XYZ):
```
26
Properties=species:S:1:pos:R:3:lowdin_spin:R:1
C 0.25264 0.48141 0.05160 0.026
O -2.11443 -1.04452 1.23243 0.264
C 0.48732 2.57284 -1.12585 0.136
H 0.60787 -1.38755 0.79953 0.003
O -0.27486 -2.29161 1.66321 0.014
C -0.56856 3.07556 -0.35608 0.060
C 2.90127 0.84802 -2.57763 0.011
H 1.00219 3.21929 -1.84029 0.007
H 2.42613 -1.64449 -1.13122 -0.003
H -2.49812 -3.75880 2.29420 0.002
C -1.16655 2.28473 0.60512 0.075
H -1.89795 2.74531 1.26536 0.002
H -3.34855 -3.07372 0.91108 0.000
H -1.85513 -4.07882 0.65485 0.003
C -1.46968 -2.11752 1.41387 0.022
C 0.91928 1.27206 -0.92027 0.006
H 3.59448 0.02935 -2.76231 0.000
H -0.91298 4.09282 -0.47009 0.001
C 1.97578 0.46254 -1.45930 0.071
C -2.39733 -3.38945 1.28222 0.038
C -0.74519 0.97527 0.90426 0.154
H -1.00025 0.55209 1.86067 0.002
H 3.46186 1.74274 -2.29807 0.003
H 2.34343 1.03883 -3.49625 0.004
N 0.77134 -0.78131 -0.00740 0.120
C 1.84405 -0.76033 -0.86972 -0.020
```

***

DFT (ωB97M-V with the def2-TZVPD basis set) results for one molecule with the formula C11H12O2.

Values from the calculation:
- SMILES: O[C@H]1C=CO[C@@H](c2ccccc2)C1
- HOMO-LUMO gap: 9.17 eV
- DFT total energy: -15692.28935 eV
- Charge: 0
- HOMO: -8.6 eV
- F_max: 0.103 hartree/bohr
- Energy relative to the best compared isomer or geometry (same formula, charge and spin): 458.9 kJ/mol

Structure (XYZ):
```
25
Properties=species:S:1:pos:R:3:lowdin_charge:R:1
C 0.70204 0.39651 1.04381 -0.228
H 0.58859 0.40336 2.12232 0.150
H -0.74170 -1.93007 1.06738 0.139
C 1.55204 -0.78680 0.97146 -0.141
H 3.11473 -1.30136 -0.15896 0.108
C 2.44798 0.52274 -0.91039 0.018
H 2.01973 2.65658 -0.80179 0.111
O 1.25203 1.76832 0.80113 -0.044
H -0.72730 2.26915 -0.22124 0.132
H 1.10992 -1.82236 1.22216 0.150
C -1.38936 1.33678 -0.34143 -0.026
H 3.10211 0.80363 -1.77274 0.109
C 2.19193 -0.90518 -0.39718 -0.399
C 1.93075 1.69734 -0.33622 -0.170
C -0.71112 0.18069 0.31913 -0.154
O 1.55983 -1.72893 -1.37242 -0.059
C -3.30182 -0.13079 -0.56961 -0.072
C -2.63946 -1.03302 0.34842 -0.082
H -4.41563 -0.19134 -0.69012 0.096
H -3.23928 -1.99033 0.68516 0.126
C -1.23770 -0.97847 0.66605 -0.101
C -2.68123 1.22023 -0.77812 -0.083
H -3.37367 1.94980 -1.37151 0.130
H 0.49980 -1.57649 -1.17101 0.166
H 2.38680 -0.83001 1.64572 0.125
```